Entry 1:
Here is a structure of composition C38H29INO16S2 from the Open Molecules 2025 dataset. Energies are from ωB97M-V with the def2-TZVPD basis set.

HOMO level (eV): -6.029
F_max (eV Å⁻¹): 0.4
E (eV): -103892.147

Structure (ORCA input):
```
! RIJCOSX wB97M-V def2-TZVPD def2/J DEFGRID3
* xyz -1 1
C 1.750 -6.121 1.139
C 1.319 -6.403 -0.293
S 2.662 -7.108 -1.226
O 3.688 -6.104 -1.335
O 3.016 -8.340 -0.562
N 2.032 -7.536 -2.656
S 1.166 -6.504 -3.443
O -0.250 -6.748 -3.350
O 1.575 -5.124 -3.346
I 1.712 -7.185 -5.750
H 2.520 -5.349 1.167
H 0.893 -5.788 1.722
H 2.167 -7.019 1.596
H 0.532 -7.158 -0.319
H 0.956 -5.502 -0.786
C 2.251 0.848 -3.198
C 2.870 0.255 -2.187
C 2.729 -1.207 -1.950
O 3.292 -1.735 -1.017
C 1.866 -1.977 -2.888
C 1.244 -1.368 -3.896
C 1.390 0.085 -4.130
O 0.819 0.652 -5.046
H 2.335 1.909 -3.393
H 3.495 0.795 -1.488
H 1.762 -3.041 -2.713
H 0.610 -1.907 -4.588
C -0.819 4.929 -2.495
C -0.140 3.791 -2.373
C 0.383 3.345 -1.058
O 1.004 2.310 -0.946
C 0.114 4.213 0.118
C -0.562 5.351 -0.002
C -1.081 5.797 -1.321
O -1.702 6.835 -1.429
H -1.204 5.276 -3.442
H 0.057 3.142 -3.218
H 0.506 3.865 1.066
H -0.758 6.000 0.843
C 2.941 -3.924 6.564
C 2.294 -4.739 5.737
C 1.540 -4.209 4.574
O 0.941 -4.942 3.819
C 1.547 -2.740 4.358
C 2.196 -1.926 5.185
C 2.942 -2.453 6.355
O 3.530 -1.712 7.114
H 3.497 -4.282 7.422
H 2.280 -5.814 5.865
H 0.999 -2.387 3.493
H 2.218 -0.853 5.050
C 0.345 6.955 -8.709
C 0.469 6.222 -7.605
C -0.180 6.634 -6.336
O -0.067 5.970 -5.328
C -0.974 7.889 -6.340
C -1.097 8.620 -7.444
C -0.447 8.211 -8.716
O -0.560 8.878 -9.721
H 0.807 6.678 -9.648
H 1.038 5.302 -7.573
H -1.436 8.162 -5.399
H -1.668 9.539 -7.475
C -3.411 4.959 4.232
C -2.548 5.687 3.530
C -1.096 5.668 3.839
O -0.309 6.333 3.198
C -0.641 4.803 4.956
C -1.504 4.074 5.658
C -2.958 4.095 5.353
O -3.744 3.434 5.994
H -4.474 4.954 4.028
H -2.853 6.324 2.709
H 0.423 4.805 5.158
H -1.198 3.435 6.477
C -5.127 -4.510 2.890
C -4.210 -3.950 2.107
C -2.760 -4.213 2.308
O -1.927 -3.683 1.608
C -2.376 -5.135 3.409
C -3.298 -5.690 4.192
C -4.744 -5.422 3.996
O -5.584 -5.927 4.712
H -6.188 -4.333 2.766
H -4.463 -3.280 1.295
H -1.316 -5.317 3.531
H -3.045 -6.363 5.002
*
```

=====

Entry 2:
Here is a structure of composition C38H30N9O5S3Sn from the Open Molecules 2025 dataset. Energies are from ωB97M-V with the def2-TZVPD basis set.

HOMO level (eV): -10.302
F_max (eV Å⁻¹): 0.8
Relative energy (zero: lowest compared OMol25 entry of this formula, charge and spin) (kJ/mol): 49.15
E (eV): -101872.368

Structure (ORCA input):
```
! RIJCOSX wB97M-V def2-TZVPD def2/J DEFGRID3
* xyz 1 1
Sn -0.869 0.335 -0.452
C -0.441 -3.951 1.268
C -0.388 -2.774 0.345
N -0.946 -1.658 0.680
N -1.547 -1.640 1.927
C -2.322 -0.654 2.126
S -2.773 0.629 0.997
S -3.130 -0.487 3.695
C -4.615 -1.501 3.318
C -4.361 -2.982 3.293
C -4.484 -3.688 2.102
C -4.275 -5.062 2.070
C -3.924 -5.737 3.228
C -3.782 -5.033 4.421
C -4.001 -3.666 4.451
C 0.214 -2.866 -0.985
C 1.223 -3.807 -1.252
C 1.765 -3.945 -2.509
C 1.295 -3.132 -3.543
C 0.320 -2.188 -3.295
C -0.240 -2.038 -2.021
O -1.205 -1.119 -1.846
H -0.032 -3.671 2.240
H 0.081 -4.813 0.867
H -1.484 -4.218 1.443
H -5.016 -1.158 2.365
H -5.310 -1.221 4.110
H -4.765 -3.160 1.196
H -4.388 -5.605 1.139
H -3.772 -6.809 3.210
H -3.502 -5.554 5.327
H -3.891 -3.119 5.381
H 1.604 -4.420 -0.446
H 2.534 -4.682 -2.696
H 1.702 -3.236 -4.542
H -0.048 -1.535 -4.080
O 1.434 3.021 -7.396
N 0.483 3.137 -6.659
O -0.487 3.834 -6.880
C 0.540 2.415 -5.358
C 1.760 2.011 -4.977
C 1.957 1.333 -3.733
C 3.215 0.867 -3.314
C 3.330 0.204 -2.122
C 2.188 0.003 -1.344
N 1.005 0.452 -1.726
C 0.866 1.113 -2.896
C -0.458 1.568 -3.311
N -1.496 1.354 -2.469
C -2.725 1.679 -2.820
C -3.004 2.241 -4.060
C -1.974 2.501 -4.923
C -0.644 2.188 -4.553
H 2.602 2.199 -5.629
H 4.078 1.023 -3.950
H 4.285 -0.167 -1.776
H 2.225 -0.524 -0.396
H -3.510 1.475 -2.099
H -4.025 2.467 -4.332
H -2.174 2.942 -5.883
N 5.967 3.571 3.847
C 4.877 2.816 3.515
C 3.706 2.881 4.284
C 2.595 2.146 3.933
C 2.640 1.322 2.814
C 3.795 1.245 2.038
C 4.906 1.982 2.386
S 1.221 0.463 2.308
O 1.618 -0.829 1.797
O 0.241 0.548 3.350
N 0.660 1.224 0.925
C 0.184 2.524 0.970
N -0.684 2.742 -0.028
C -1.187 3.969 -0.169
C -0.852 4.981 0.699
C 0.032 4.642 1.720
N 0.561 3.432 1.861
H 5.990 4.066 4.719
H 6.842 3.424 3.380
H 3.681 3.515 5.162
H 1.687 2.193 4.520
H 3.817 0.591 1.175
H 5.814 1.912 1.798
H -1.880 4.123 -0.991
H -1.265 5.973 0.603
H 0.334 5.376 2.460
*
```

=====

Entry 3:
Here is a structure of composition C38H31ClIIrN4O5S from the Open Molecules 2025 dataset. Energies are from ωB97M-V with the def2-TZVPD basis set.

HOMO level (alpha / beta) (eV): -10.111 / -11.203
F_max (eV Å⁻¹): 0.3
⟨S²⟩: 8.81
E (eV): -90394.785

Structure (ORCA input):
```
! RIJCOSX wB97M-V def2-TZVPD def2/J DEFGRID3
* xyz 1 6
Ir -0.708 -0.465 0.199
Cl 2.706 0.898 6.749
C 2.154 0.528 5.154
C 2.954 -0.270 4.318
C 2.548 -0.580 3.046
C 1.314 -0.109 2.552
O 0.989 -0.413 1.321
C 0.514 0.689 3.402
C -0.742 1.215 2.967
O -1.312 0.972 1.896
C 0.956 1.007 4.703
H 3.902 -0.635 4.691
H 3.163 -1.184 2.391
H -1.255 1.901 3.658
H 0.337 1.628 5.339
O -2.914 -2.193 -2.953
C -2.551 -1.670 -1.926
O -1.335 -1.709 -1.451
C -3.529 -0.905 -1.068
C -4.869 -0.867 -1.398
C -5.745 -0.227 -0.536
C -5.243 0.345 0.620
C -3.882 0.283 0.869
N -3.036 -0.330 0.036
H -5.188 -1.351 -2.310
H -6.803 -0.184 -0.758
H -5.888 0.845 1.329
H -3.449 0.744 1.742
I -2.772 -4.615 4.634
C -2.121 -3.799 2.862
C -2.196 -4.355 1.604
N -1.642 -3.473 0.756
N -1.207 -2.380 1.394
C -1.499 -2.558 2.677
H -2.588 -5.299 1.267
H -1.531 -3.518 -0.248
H -1.237 -1.812 3.410
C -0.946 1.977 -1.792
C -1.429 2.807 -0.788
C -0.525 3.484 0.079
C -0.983 4.245 1.123
C -2.362 4.366 1.349
C -3.276 3.747 0.481
C -2.823 2.990 -0.568
C -2.840 5.106 2.480
N -3.227 5.671 3.403
H 0.123 1.866 -1.925
H -1.610 1.446 -2.464
H 0.539 3.377 -0.098
H -0.291 4.751 1.784
H -4.337 3.875 0.653
H -3.527 2.510 -1.238
O 1.068 -0.582 -1.214
S 1.025 -0.858 -2.715
C 1.386 -2.633 -2.878
C 2.478 -3.100 -1.967
C 3.755 -3.350 -2.462
C 4.771 -3.766 -1.613
C 4.517 -3.935 -0.259
C 3.245 -3.690 0.241
C 2.231 -3.272 -0.607
C 2.604 -0.153 -3.250
C 2.544 1.336 -3.057
C 2.876 1.893 -1.825
C 2.780 3.264 -1.631
C 2.339 4.085 -2.662
C 2.001 3.534 -3.889
C 2.105 2.164 -4.085
H 1.616 -2.791 -3.934
H 0.424 -3.098 -2.667
H 3.954 -3.230 -3.521
H 5.757 -3.966 -2.010
H 5.306 -4.268 0.402
H 3.040 -3.833 1.294
H 1.244 -3.072 -0.210
H 2.731 -0.425 -4.299
H 3.378 -0.625 -2.646
H 3.206 1.248 -1.020
H 3.058 3.693 -0.677
H 2.269 5.154 -2.512
H 1.664 4.170 -4.697
H 1.845 1.736 -5.047
*
```

=====

Entry 4:
Here is a cluster of 3 separate species, C38H31F8O8S3 in total from the Open Molecules 2025 dataset. Energies are from ωB97M-V with the def2-TZVPD basis set.

HOMO level (eV): -11.574
F_max (eV Å⁻¹): 0.3
E (eV): -110528.327

Structure (ORCA input):
```
! RIJCOSX wB97M-V def2-TZVPD def2/J DEFGRID3
* xyz 1 1
O -1.534 2.211 2.744
S -1.713 3.078 3.876
O -1.727 2.544 5.196
O -3.018 3.921 3.641
C -0.395 4.258 3.763
C 0.880 3.395 3.616
C 1.239 3.301 2.135
S 2.337 1.878 1.842
S 1.041 0.355 1.408
C 3.236 2.353 0.334
C 3.441 1.236 -0.701
O 4.784 1.294 -1.120
C 5.006 1.300 -2.511
C 5.056 -0.136 -3.022
F 3.884 -0.755 -2.705
F 6.043 -0.801 -2.394
C 5.308 -0.270 -4.552
F 5.826 -1.480 -4.820
F 6.233 0.676 -4.884
C 4.090 -0.056 -5.480
F 3.154 -0.979 -5.225
F 3.575 1.166 -5.192
C 4.496 -0.110 -6.982
F 4.224 -1.336 -7.455
F 3.752 0.786 -7.657
H -3.382 3.710 2.762
H -0.575 4.857 2.869
H -0.381 4.914 4.629
H 1.697 3.767 4.232
H 0.656 2.381 3.960
H 1.730 4.189 1.734
H 0.342 3.086 1.552
H 0.563 0.911 0.276
H 2.733 3.226 -0.078
H 4.222 2.651 0.695
H 3.236 0.255 -0.265
H 2.762 1.374 -1.546
H 5.964 1.781 -2.698
H 4.222 1.846 -3.041
H 5.554 0.107 -7.132
C -0.468 -7.394 2.007
C -1.815 -7.069 2.123
C -2.194 -5.817 2.578
C -1.224 -4.884 2.926
C 0.129 -5.214 2.818
C 0.503 -6.469 2.353
C 1.192 -4.245 3.200
O 2.370 -4.508 3.085
C 0.758 -2.917 3.734
C 1.730 -2.012 4.146
C 1.349 -0.768 4.623
C 0.002 -0.424 4.692
C -0.969 -1.328 4.300
C -0.592 -2.578 3.818
C -1.658 -3.541 3.399
O -2.827 -3.226 3.444
H -0.177 -8.372 1.649
H -2.571 -7.797 1.858
H -3.237 -5.547 2.671
H 1.555 -6.706 2.273
H 2.771 -2.302 4.087
H 2.107 -0.066 4.955
H -0.288 0.554 5.056
H -2.020 -1.079 4.350
C -5.953 -0.361 0.576
C -6.299 -1.187 -0.487
C -5.727 -0.994 -1.734
C -4.811 0.033 -1.925
C -4.473 0.873 -0.861
C -5.043 0.665 0.390
C -3.506 1.989 -1.040
O -3.184 2.706 -0.112
C -2.925 2.194 -2.398
C -2.056 3.260 -2.609
C -1.503 3.466 -3.861
C -1.810 2.606 -4.910
C -2.677 1.545 -4.708
C -3.241 1.339 -3.455
C -4.193 0.202 -3.271
O -4.445 -0.553 -4.182
H -6.394 -0.522 1.551
H -7.014 -1.986 -0.341
H -5.978 -1.631 -2.570
H -4.763 1.314 1.208
H -1.838 3.925 -1.784
H -0.839 4.305 -4.028
H -1.379 2.770 -5.889
H -2.934 0.870 -5.512
*
```